1.
The following is a quantum chemistry calculation of a structure of composition C20H50F2N7O16S2, from the OMol25 dataset.

Summary:
Charge = +3
Relative energy (zero: lowest compared OMol25 entry of this formula, charge and spin) = 5.387 eV
Gap between HOMO and LUMO = 4.50 eV
Largest force on an atom = 10.9 eV Å⁻¹

Geometry (Å):
1 H 2.920 3.604 0.231
2 O 1.131 -4.731 -0.198
3 H -4.184 -4.658 -1.988
4 H 1.961 2.335 2.059
5 C -3.715 -6.390 -2.745
6 H -2.903 1.266 2.065
7 C -4.779 1.904 3.800
8 H -4.543 -6.150 -3.412
9 N -3.889 -5.492 -1.500
10 C -5.685 2.214 4.975
11 C 3.607 6.005 -1.056
12 H -5.973 1.286 5.470
13 O -2.732 -1.699 -5.222
14 F 1.209 1.980 -2.654
15 O 2.800 5.406 -1.720
16 H -1.418 -3.562 -0.018
17 H 4.158 -0.222 -0.317
18 N -2.190 2.267 -2.472
19 H -1.602 1.527 -2.115
20 H -2.743 1.441 4.568
21 O -2.783 0.290 -4.423
22 H -1.040 3.468 -3.844
23 H 3.248 0.271 7.004
24 H -2.404 1.745 -3.309
25 C 4.162 7.310 -1.553
26 S 1.111 0.616 -1.828
27 H -5.526 2.346 -1.475
28 F -1.912 -0.710 -0.308
29 C -2.151 -3.793 -0.791
30 O -3.101 2.885 -0.393
31 H -3.820 0.222 4.545
32 N -0.543 0.475 -1.635
33 O 4.533 -1.098 -0.202
34 O 3.676 -0.516 4.441
35 H -4.703 0.780 -1.947
36 H 1.763 -2.549 -1.444
37 H 3.023 0.836 1.929
38 H -2.945 -3.178 -0.367
39 H -3.689 -7.411 -2.365
40 O 0.212 -1.389 0.097
41 O -1.470 -1.272 -3.390
42 H 5.170 5.566 0.271
43 H 3.183 -3.162 -1.969
44 O 1.989 0.936 -0.659
45 C -2.978 0.430 2.761
46 H -1.041 -0.610 -2.842
47 H -0.419 3.461 -2.133
48 O -4.911 2.428 2.738
49 H -6.525 2.789 4.585
50 H 0.403 -6.682 -2.088
51 H -1.734 -3.442 -1.735
52 H 1.325 0.886 2.866
53 H 4.662 3.450 -0.370
54 H 3.904 1.727 6.313
55 H 4.044 7.923 -0.659
56 C 3.108 0.992 6.198
57 O -0.659 0.819 0.933
58 H 2.079 2.035 4.386
59 O 4.990 0.859 0.297
60 C 1.350 -7.089 -1.732
61 H -4.638 -5.888 -0.951
62 H 2.856 -5.777 -2.662
63 H 1.349 -7.523 -0.731
64 C 2.220 1.353 2.454
65 H 1.613 -3.438 -2.911
66 H -4.886 2.107 -3.033
67 N 2.853 1.689 3.837
68 C 2.130 -3.441 -1.951
69 H -1.881 4.421 -2.621
70 C 1.848 -4.654 -1.184
71 O 1.626 -0.276 -2.869
72 C -2.504 -5.273 -0.837
73 H 3.671 7.812 -2.387
74 O -1.702 -6.172 -0.658
75 H -2.821 -6.143 -3.318
76 H 3.940 5.909 1.105
77 H 3.586 2.377 3.939
78 H -3.690 -0.315 2.407
79 C 3.969 3.872 0.358
80 H 3.209 -6.105 -1.160
81 N 4.169 5.434 0.244
82 N -3.517 1.049 4.051
83 S -0.484 -0.113 -0.198
84 C -3.329 2.426 -1.523
85 C 5.378 -0.274 0.371
86 H -1.942 0.127 2.916
87 H -5.211 2.965 5.608
88 H 2.180 1.500 6.460
89 O 6.532 -0.615 0.779
90 H 5.187 7.192 -1.905
91 C -1.291 3.519 -2.784
92 C 3.257 0.542 4.779
93 H 4.306 3.469 1.313
94 C -2.411 -0.889 -4.323
95 N 2.419 -5.936 -1.765
96 C -4.690 1.870 -1.988
97 H 1.693 -7.774 -2.507

Cartesian forces (eV/Å) of the 3 atoms listed first:
H 0.264 0.282 -0.512
O 2.042 -0.638 -2.381
H -0.255 1.023 0.787

Just the Mulliken charges please, in e? Sure, here they are:
1. H 0.251
2. O -0.482
3. H 0.397
4. H 0.244
5. C -0.822
6. H 0.466
7. C 0.546
8. H 0.390
9. N -0.109
10. C -1.091
11. C 0.567
12. H 0.380
13. O -0.719
14. F -0.356
15. O -0.339
16. H 0.318
17. H 0.401
18. N 0.757
19. H -0.176
20. H 0.383
21. O -0.800
22. H 0.351
23. H 0.357
24. H 0.588
25. C -1.140
26. S 0.813
27. H 0.408
28. F -0.367
29. C -0.977
30. O -0.516
31. H 0.380
32. N -0.442
33. O -0.441
34. O -0.318
35. H 0.257
36. H -0.255
37. H 0.217
38. H 0.576
39. H 0.356
40. O -0.581
41. O -0.367
42. H 0.426
43. H 0.529
44. O 0.033
45. C -1.149
46. H 0.493
47. H 0.299
48. O -0.326
49. H 0.340
50. H 0.205
51. H 0.334
52. H 0.224
53. H 0.427
54. H 0.356
55. H 0.372
56. C -1.205
57. O -0.693
58. H 0.412
59. O -0.703
60. C -0.601
61. H 0.331
62. H 0.403
63. H 0.306
64. C -0.602
65. H 0.446
66. H 0.395
67. N -0.101
68. C -0.699
69. H 0.370
70. C 0.378
71. O -0.650
72. C 0.267
73. H 0.329
74. O -0.416
75. H 0.323
76. H 0.403
77. H 0.392
78. H 0.329
79. C -0.849
80. H 0.373
81. N -0.139
82. N -0.016
83. S 0.840
84. C 0.740
85. C 0.551
86. H 0.403
87. H 0.346
88. H 0.358
89. O -0.785
90. H 0.347
91. C -0.829
92. C 0.558
93. H 0.315
94. C 0.532
95. N -0.028
96. C -1.192
97. H 0.392

=====

2.
The following is a quantum chemistry calculation of a structure of composition C20H50GaN2O4Si2, from the OMol25 dataset.

Summary:
Charge = +1
Relative energy (zero: lowest compared OMol25 entry of this formula, charge and spin) = 0.757 eV
Gap between HOMO and LUMO (spin up / spin down) = 8.02 / 8.02 eV
Largest force on an atom = 3.9 eV Å⁻¹

Geometry (Å):
1 H -2.027 3.500 2.006
2 C -3.196 -2.507 -6.391
3 O -1.074 3.635 -0.981
4 H -3.127 -2.983 -7.368
5 H -1.206 1.257 -5.990
6 N -0.300 2.699 -0.209
7 H 3.529 2.902 1.957
8 H -4.240 -2.155 -6.298
9 C 4.796 0.058 0.553
10 C 2.862 2.294 1.328
11 H 2.392 3.461 -4.601
12 H -0.453 -4.069 -4.080
13 H -2.423 -0.507 -6.817
14 H -1.591 2.653 -4.954
15 Si 3.898 1.588 -0.071
16 H 5.570 2.557 -1.624
17 H 1.016 -0.563 -5.285
18 H -0.415 2.828 -6.272
19 C 0.397 -3.469 -2.198
20 H 1.415 -3.772 -2.477
21 H -2.681 -1.732 -4.225
22 H 4.547 3.831 -0.918
23 C -3.595 -3.253 -2.489
24 C -4.593 -0.109 -3.592
25 H 3.090 1.524 -2.470
26 H -1.066 -1.053 2.112
27 H -2.949 2.004 1.698
28 C 5.082 2.896 -0.701
29 H 0.480 -2.610 -1.524
30 C -0.322 -3.142 -3.497
31 H 5.544 0.330 1.311
32 H 4.079 -0.643 1.005
33 N 0.321 0.239 0.323
34 H -0.106 -0.098 -2.932
35 H -0.067 -4.306 -1.654
36 H 5.868 3.120 0.032
37 H 2.489 0.017 -4.488
38 H 0.234 -2.436 -4.126
39 O -2.630 -0.896 -4.786
40 C -0.026 0.997 -2.747
41 H 2.039 0.661 -6.081
42 C 1.541 3.303 -3.930
43 H 2.436 1.496 1.951
44 H -5.302 0.720 -3.574
45 C 1.642 0.327 -5.112
46 H -2.399 -1.543 -1.760
47 H -2.926 1.078 -4.357
48 C -1.132 0.022 2.297
49 H -1.194 -1.600 -6.115
50 O 0.815 -0.915 0.537
51 H -4.104 -2.705 -3.295
52 H -4.275 -3.328 -1.643
53 H 0.845 4.147 -4.023
54 C -2.300 -2.590 -2.092
55 H -0.532 0.249 3.188
56 C -0.631 0.786 1.128
57 C -2.263 -1.348 -6.168
58 H -1.101 1.271 -2.689
59 H -0.535 4.444 -0.987
60 H -5.178 -1.009 -3.812
61 H -1.757 -3.208 -1.357
62 H -2.817 3.241 0.415
63 C -1.050 2.082 0.736
64 H 1.917 3.311 -2.898
65 H 3.055 -0.049 -1.650
66 C -2.280 2.746 1.241
67 H -3.962 0.407 -5.606
68 Ga 0.925 1.301 -1.201
69 C -3.559 0.235 -4.628
70 H 5.312 -0.454 -0.272
71 H 2.032 2.926 0.975
72 H -2.171 0.288 2.511
73 H -4.148 -0.210 -2.600
74 H -3.416 -4.284 -2.831
75 Si 0.650 1.718 -4.342
76 C -0.781 2.142 -5.494
77 C 2.835 1.029 -1.518
78 O -1.585 -2.477 -3.345
79 H -2.993 -3.301 -5.655

Cartesian forces (eV/Å) of the 3 atoms listed first:
H -0.040 -0.254 -0.327
C -0.465 -0.489 -0.312
O 0.853 -0.032 0.583

Just the Mulliken charges please, in e? Sure, here they are:
1. H 0.297
2. C -1.055
3. O -0.436
4. H 0.464
5. H -0.006
6. N 0.213
7. H 0.491
8. H 0.290
9. C -1.070
10. C -0.997
11. H 0.362
12. H 0.380
13. H 0.548
14. H 0.365
15. Si 0.267
16. H 0.336
17. H 0.121
18. H 0.479
19. C -1.680
20. H 0.435
21. H -0.141
22. H 0.288
23. C -1.189
24. C -1.376
25. H 0.546
26. H 0.318
27. H 0.402
28. C -1.106
29. H 0.409
30. C 0.007
31. H 0.335
32. H 0.298
33. N 1.606
34. H -0.824
35. H 0.413
36. H 0.343
37. H 0.282
38. H 0.147
39. O 0.774
40. C 1.575
41. H 0.438
42. C -0.973
43. H 0.222
44. H 0.455
45. C -0.931
46. H -0.233
47. H -0.166
48. C -1.580
49. H 0.097
50. O -0.784
51. H 0.213
52. H 0.397
53. H 0.350
54. C 0.097
55. H 0.279
56. C 0.145
57. C -0.318
58. H 0.266
59. H 0.360
60. H 0.356
61. H 0.573
62. H 0.368
63. C 0.584
64. H 0.164
65. H 0.462
66. C -1.408
67. H 0.461
68. Ga -2.223
69. C 0.162
70. H 0.318
71. H 0.264
72. H 0.418
73. H 0.270
74. H 0.328
75. Si 0.358
76. C -0.946
77. C -0.637
78. O -0.341
79. H 0.227

=====

3.
The following is a quantum chemistry calculation of a cluster of 5 separate species, C20H50O5 in total, from the OMol25 dataset.

Summary:
Relative energy (zero: lowest compared OMol25 entry of this formula, charge and spin) = 3.744 eV
Gap between HOMO and LUMO = 10.11 eV
Largest force on an atom = 10.2 eV Å⁻¹

Geometry (Å):
1 H 3.168 0.574 3.541
2 H -4.248 3.307 -3.786
3 C 0.815 3.125 -1.525
4 H 1.842 -1.566 0.034
5 H 0.186 3.576 3.623
6 C 4.830 -1.058 -0.698
7 O -0.044 2.877 0.646
8 H -1.409 -4.531 5.597
9 H -0.066 -2.550 3.343
10 H -0.375 -6.479 1.879
11 H 1.568 -0.659 -1.507
12 H -3.241 3.339 -6.486
13 H 1.316 -3.582 -0.756
14 C -0.282 -4.592 1.849
15 H 0.778 -2.822 -2.541
16 H -2.040 1.448 -2.934
17 C 0.345 -5.784 1.392
18 C -4.022 3.501 -5.786
19 H -1.233 -4.280 1.619
20 H 1.905 3.309 -1.004
21 H 0.475 -5.778 0.277
22 H -1.726 -3.058 3.347
23 H -1.594 3.039 3.472
24 H 5.221 -1.438 0.214
25 H 2.371 -2.814 -1.963
26 H 0.223 -3.716 1.632
27 C 2.581 1.069 2.844
28 H 2.584 1.642 0.895
29 H -0.314 0.630 -0.311
30 H -2.927 -0.654 -4.261
31 C -1.079 3.389 1.559
32 H 0.683 2.029 -1.997
33 H -2.273 0.656 1.235
34 H 5.611 -1.160 -1.238
35 H -1.134 -2.704 5.949
36 H -1.332 -0.267 -3.958
37 H -3.838 0.982 -2.913
38 H 4.095 -1.745 -1.170
39 H -4.558 4.433 -5.829
40 H 2.336 2.114 3.098
41 C -1.845 -0.337 0.861
42 C -3.506 3.155 -4.421
43 C -0.632 3.107 2.905
44 H -0.223 4.664 -0.248
45 H 5.293 0.804 -0.161
46 C 4.355 0.195 -0.174
47 C -0.830 -3.369 3.780
48 H 0.268 -3.650 5.469
49 O -0.329 -4.581 3.283
50 C -0.733 -3.608 5.262
51 H -2.627 3.976 -4.324
52 C 3.293 1.248 1.589
53 H 4.178 1.798 1.628
54 O -3.032 1.794 -4.619
55 H 0.568 3.737 -2.352
56 H 3.769 0.489 -0.822
57 H -2.429 -0.635 0.116
58 O -0.259 -1.451 -0.362
59 H 0.215 -0.015 1.180
60 H 1.682 0.521 2.646
61 H -1.947 2.998 1.349
62 H -0.454 2.139 2.988
63 H 1.275 -5.904 1.785
64 C -0.311 3.574 -0.574
65 H -1.180 3.250 -0.840
66 C -2.329 -0.060 -3.569
67 H -1.211 4.336 1.550
68 C 1.313 -2.739 -1.542
69 C -0.490 -0.301 0.410
70 C 1.112 -1.314 -0.857
71 H -2.083 -0.970 1.544
72 H -4.674 2.684 -5.983
73 H -2.237 -0.578 -2.554
74 O 3.754 0.113 1.020
75 C -2.908 1.128 -3.347

Cartesian forces (eV/Å) of the 3 atoms listed first:
H 0.972 -0.732 1.675
H -2.932 0.083 3.592
C 0.710 -1.209 0.577

Just the Mulliken charges please, in e? Sure, here they are:
1. H 0.451
2. H 0.472
3. C -0.857
4. H 0.085
5. H 0.246
6. C -1.209
7. O -0.024
8. H 0.258
9. H -0.089
10. H 0.368
11. H 0.549
12. H 0.349
13. H 0.055
14. C -0.008
15. H 0.380
16. H 0.178
17. C -1.194
18. C -1.412
19. H 0.425
20. H 0.162
21. H 0.305
22. H 0.343
23. H 0.379
24. H 0.304
25. H 0.337
26. H 0.065
27. C -0.904
28. H -0.012
29. H -0.625
30. H 0.402
31. C -0.994
32. H 0.019
33. H 0.149
34. H 0.642
35. H 0.308
36. H 0.341
37. H 0.441
38. H -0.013
39. H 0.387
40. H 0.205
41. C -1.736
42. C -0.178
43. C -1.345
44. H 0.356
45. H 0.453
46. C -0.326
47. C 0.186
48. H 0.381
49. O -0.410
50. C -1.236
51. H 0.147
52. C -0.044
53. H 0.569
54. O -0.382
55. H 0.549
56. H 0.314
57. H 0.577
58. O -0.480
59. H -1.151
60. H -0.090
61. H 0.528
62. H 0.430
63. H 0.328
64. C -0.862
65. H 0.676
66. C -1.355
67. H 0.812
68. C -1.096
69. C 2.603
70. C -0.134
71. H 0.435
72. H 0.354
73. H 0.212
74. O -0.364
75. C 0.018

=====

relative energy (zero: lowest compared OMol25 entry of this formula, charge and spin) of number 1 (C20H50F2N7O16S2)?
5.387 eV

=====

The highest relative energy (zero: lowest compared OMol25 entry of this formula, charge and spin) belongs to which entry?
C20H50F2N7O16S2

=====

Among the records above, which one has the lowest relative energy (zero: lowest compared OMol25 entry of this formula, charge and spin)?
C20H50GaN2O4Si2